# 1
The following is a DFT calculation (ωB97M-V/def2-TZVPD) of a molecular structure, C52H70BCl2N8O2P2S3Ti at a distorted geometry.

Computed properties:
Energy relative to the best compared isomer or geometry (same formula, charge and spin)   28.0 kcal/mol
E_LUMO (alpha / beta)   -0.1054 / -0.1054 Ha

```
! RIJCOSX wB97M-V def2-TZVPD def2/J DEFGRID3
* xyz 1 1
Ti -2.397 -0.543 -0.480
C -0.001 3.958 -2.324
C 0.694 3.071 -1.338
C 2.011 3.198 -1.062
C 2.637 2.354 -0.103
N 1.931 1.510 0.581
N 0.602 1.399 0.339
B 0.064 0.725 1.623
N 0.253 1.715 2.859
N 1.298 2.277 3.445
C 1.017 3.043 4.477
C -0.326 3.250 4.905
C -1.388 2.664 4.287
C -2.824 2.828 4.669
C -1.012 1.847 3.202
S -1.858 0.852 2.071
C 2.161 3.706 5.227
C 2.130 3.220 6.685
C 1.968 5.228 5.181
C 3.510 3.348 4.613
N 0.655 -0.661 1.912
N 1.122 -0.760 3.178
C 1.626 -1.889 3.566
C 1.694 -2.998 2.681
C 1.200 -2.916 1.427
C 1.213 -4.077 0.486
C 0.614 -1.665 1.022
S -0.053 -1.494 -0.534
C 2.124 -1.997 4.998
C 3.603 -2.410 4.981
C 1.289 -3.063 5.720
C 1.983 -0.663 5.724
C -0.045 2.041 -0.650
S -1.627 1.694 -1.155
C 4.115 2.479 0.220
C 4.382 3.922 0.681
C 4.936 2.189 -1.041
C 4.509 1.508 1.328
H 0.695 4.688 -2.732
H -0.834 4.479 -1.850
H -0.429 3.373 -3.138
H 2.591 3.965 -1.559
H -0.505 3.900 5.753
H -2.918 3.302 5.644
H -3.330 1.862 4.695
H -3.343 3.443 3.931
H 1.202 3.490 7.192
H 2.951 3.678 7.238
H 2.246 2.136 6.739
H 1.065 5.547 5.706
H 1.911 5.588 4.152
H 2.815 5.719 5.663
H 3.675 2.270 4.597
H 4.300 3.811 5.206
H 3.594 3.709 3.587
H 2.120 -3.932 3.028
H 1.635 -4.955 0.971
H 1.798 -3.842 -0.405
H 0.199 -4.298 0.149
H 3.746 -3.407 4.559
H 3.990 -2.427 6.000
H 4.202 -1.705 4.401
H 1.360 -4.038 5.233
H 0.235 -2.778 5.751
H 1.644 -3.180 6.746
H 2.536 0.127 5.212
H 2.373 -0.766 6.738
H 0.938 -0.351 5.784
H 4.257 4.642 -0.130
H 5.409 4.008 1.040
H 3.710 4.207 1.493
H 4.667 2.849 -1.869
H 4.803 1.156 -1.367
H 5.996 2.340 -0.829
H 3.930 1.686 2.236
H 5.569 1.635 1.554
H 4.341 0.473 1.025
Cl -6.915 -2.322 4.837
C -5.673 -2.129 3.634
C -4.523 -2.931 3.727
C -3.551 -2.783 2.776
Cl -2.098 -3.735 2.880
C -3.674 -1.868 1.718
O -2.707 -1.782 0.802
C -4.815 -1.037 1.659
C -4.947 -0.008 0.692
O -4.029 0.199 -0.200
C -5.824 -1.209 2.641
H -4.407 -3.643 4.531
H -5.813 0.644 0.687
H -6.715 -0.595 2.601
C 1.331 1.504 -4.308
P 0.673 -0.014 -3.510
C -0.589 -0.501 -4.792
N -0.273 -0.236 -6.036
C -1.045 -0.701 -7.047
C -0.710 -0.409 -8.393
C -1.459 -0.943 -9.397
C -2.568 -1.786 -9.110
C -2.914 -2.069 -7.824
C -2.151 -1.513 -6.765
N -2.505 -1.740 -5.480
C -1.803 -1.233 -4.505
P -2.626 -1.617 -2.853
C -2.263 -3.404 -2.727
C -4.483 -1.606 -3.210
C -4.903 -0.142 -3.378
C -5.111 -2.267 -1.964
C -5.029 -2.393 -4.409
C 2.028 -1.260 -3.901
C 3.073 -1.081 -2.795
C 1.438 -2.669 -3.819
C 2.703 -1.065 -5.258
H 0.609 2.310 -4.182
H 1.521 1.365 -5.371
H 2.254 1.791 -3.799
H 0.145 0.227 -8.589
H -1.210 -0.732 -10.428
H -3.142 -2.201 -9.927
H -3.758 -2.702 -7.582
H -2.506 -3.906 -3.663
H -2.847 -3.828 -1.911
H -1.209 -3.543 -2.496
H -4.645 0.478 -2.519
H -5.987 -0.096 -3.512
H -4.443 0.288 -4.271
H -4.565 -2.136 -1.031
H -5.211 -3.342 -2.119
H -6.109 -1.855 -1.800
H -4.832 -1.906 -5.359
H -6.113 -2.458 -4.274
H -4.638 -3.411 -4.455
H 2.646 -1.256 -1.806
H 3.493 -0.071 -2.810
H 3.899 -1.781 -2.949
H 0.715 -2.858 -4.616
H 0.950 -2.841 -2.856
H 2.242 -3.403 -3.924
H 3.275 -0.136 -5.296
H 1.987 -1.060 -6.080
H 3.406 -1.887 -5.425
*
```



# 2
The following is a DFT calculation (ωB97M-V/def2-TZVPD) of 3 unconnected molecules or ions with the total composition C17H37N2O14P3S at a distorted geometry.

Computed properties:
E_LUMO   -0.0965 Ha
SMILES   C#CCCC[C@](O)(C#C)O[C@H]([C@@H](N)S(C)(=O)=O)P(=N)(O)O.COP(=O)(OC)OC.COP(=O)(OC)OC

```
! RIJCOSX wB97M-V def2-TZVPD def2/J DEFGRID3
* xyz 0 1
C -2.746 -0.773 2.591
C -1.484 -1.430 2.707
C -0.032 -2.255 2.610
C 0.546 -1.986 1.081
C 1.353 -3.262 0.436
C 2.020 -2.797 -1.027
O 0.868 -2.185 -1.768
C 2.482 -4.185 -1.758
C 3.001 -5.420 -2.252
O 3.083 -1.854 -0.690
C 4.106 -1.704 -1.724
C 5.160 -0.542 -1.138
N 4.465 0.468 -0.244
S 6.541 -1.381 -0.119
C 8.130 -1.296 -1.157
O 6.188 -2.827 0.310
O 6.863 -0.599 1.199
P 3.507 -1.034 -3.421
N 2.646 -2.158 -4.265
O 4.926 -0.637 -4.384
O 2.590 0.475 -3.286
H -3.709 -0.143 2.278
H -0.226 -3.409 2.690
H 0.677 -1.821 3.436
H -0.405 -1.648 0.445
H 1.332 -1.090 1.151
H 2.272 -3.472 1.168
H 0.685 -4.218 0.348
H 0.819 -1.201 -1.588
H 3.186 -6.520 -2.675
H 4.795 -2.655 -1.889
H 5.717 0.036 -1.989
H 4.352 0.059 0.710
H 3.552 0.746 -0.668
H 9.030 -1.621 -0.464
H 8.061 -1.942 -2.137
H 8.370 -0.191 -1.508
H 1.718 -1.690 -4.456
H 5.072 -1.444 -4.959
H 1.893 0.417 -2.579
C -2.687 5.713 -4.418
O -1.983 4.489 -4.291
P -0.260 4.648 -4.280
O -0.277 5.150 -5.730
O -0.165 2.997 -4.288
C -0.932 2.262 -5.231
O 1.463 4.806 -4.269
C 2.301 3.675 -4.375
H -3.705 5.567 -4.048
H -2.203 6.496 -3.827
H -2.735 6.007 -5.467
H -1.179 2.847 -6.118
H -1.850 1.913 -4.750
H -0.352 1.390 -5.542
H 2.139 3.168 -5.330
H 2.136 2.994 -3.536
H 3.340 4.012 -4.333
C -4.217 1.055 7.329
O -5.609 0.805 7.429
P -6.183 -0.487 6.432
O -5.834 0.308 5.167
O -7.718 -0.093 6.905
C -8.137 1.263 6.841
O -6.757 -1.779 5.435
C -8.139 -2.002 5.254
H -3.895 1.593 8.224
H -3.663 0.113 7.263
H -4.013 1.674 6.455
H -7.574 1.842 6.109
H -8.033 1.715 7.831
H -9.193 1.284 6.561
H -8.606 -1.138 4.773
H -8.622 -2.228 6.208
H -8.264 -2.871 4.602
*
```



# 3
The following is a DFT calculation (ωB97M-V/def2-TZVPD) of a molecular structure, C27H70GaI3O10P.

Computed properties:
E_LUMO   0.0679 Ha

```
! RIJCOSX wB97M-V def2-TZVPD def2/J DEFGRID3
* xyz -1 1
C -1.212 3.197 -1.172
C -2.226 3.587 -0.111
I -3.218 5.401 -0.755
C -3.198 2.466 0.168
I -4.259 2.859 2.011
Ga -4.484 1.821 -1.306
C -6.226 2.809 -1.464
C -7.322 2.489 -0.443
C -8.441 3.494 -0.595
I -10.142 3.096 0.677
P -4.998 -0.405 -0.581
O -6.431 -0.795 -0.487
O -4.149 -1.474 -1.461
O -4.259 -0.699 0.857
H -0.543 2.424 -0.785
H -0.593 4.055 -1.430
H -1.702 2.837 -2.076
H -1.705 3.899 0.793
H -2.575 1.614 0.457
H -3.703 1.748 -2.697
H -6.002 3.882 -1.442
H -6.595 2.589 -2.472
H -7.688 1.472 -0.593
H -6.940 2.540 0.577
H -8.132 4.499 -0.321
H -8.858 3.500 -1.599
H -4.558 -2.341 -1.331
H -4.865 -0.438 1.563
C 3.559 0.657 0.691
C 2.521 1.740 0.462
C 3.075 3.142 0.659
O 1.383 1.524 1.297
H 3.948 0.693 1.712
H 3.109 -0.320 0.524
H 4.408 0.765 0.013
H 2.127 1.656 -0.554
H 3.435 3.263 1.685
H 2.301 3.885 0.470
H 3.913 3.330 -0.015
H 1.673 1.604 2.213
C 3.155 -4.889 -0.169
C 2.575 -3.489 -0.245
C 1.349 -3.437 -1.137
O 3.546 -2.520 -0.672
H 3.452 -5.234 -1.165
H 4.032 -4.919 0.475
H 2.415 -5.579 0.236
H 2.297 -3.151 0.757
H 1.612 -3.734 -2.157
H 0.933 -2.431 -1.166
H 0.579 -4.120 -0.775
H 3.851 -2.765 -1.553
C -4.686 10.377 -0.818
C -5.836 9.420 -0.543
C -6.438 9.632 0.837
O -5.432 8.070 -0.721
H -3.884 10.216 -0.092
H -4.282 10.207 -1.816
H -5.010 11.416 -0.741
H -6.613 9.566 -1.298
H -5.682 9.453 1.607
H -7.263 8.940 1.002
H -6.805 10.654 0.955
H -4.749 7.860 -0.071
C 2.682 -7.603 4.147
C 2.469 -6.253 3.482
C 1.961 -5.201 4.452
O 1.599 -6.374 2.357
H 1.738 -7.975 4.554
H 3.056 -8.330 3.427
H 3.395 -7.525 4.969
H 3.411 -5.912 3.046
H 0.997 -5.506 4.869
H 1.829 -4.245 3.945
H 2.658 -5.063 5.280
H 0.735 -6.665 2.672
C 2.404 6.517 -3.631
C 2.406 5.000 -3.732
C 2.524 4.522 -5.171
O 1.260 4.444 -3.101
H 1.548 6.928 -4.175
H 2.328 6.828 -2.590
H 3.313 6.942 -4.061
H 3.245 4.603 -3.153
H 1.673 4.880 -5.756
H 2.533 3.433 -5.210
H 3.436 4.898 -5.638
H 0.472 4.759 -3.560
C -0.059 -7.767 -0.376
C 0.932 -8.841 0.037
C 2.085 -8.961 -0.946
O 0.282 -10.100 0.223
H -0.497 -8.008 -1.349
H -0.867 -7.690 0.351
H 0.431 -6.796 -0.457
H 1.332 -8.594 1.022
H 1.710 -9.240 -1.936
H 2.790 -9.724 -0.618
H 2.613 -8.011 -1.042
H -0.101 -10.362 -0.621
C 6.904 -3.509 1.287
C 6.296 -2.466 2.212
C 5.099 -2.998 2.987
O 5.953 -1.288 1.497
H 6.168 -3.816 0.541
H 7.768 -3.097 0.766
H 7.218 -4.396 1.841
H 7.057 -2.136 2.925
H 4.304 -3.286 2.297
H 4.708 -2.230 3.654
H 5.371 -3.873 3.583
H 5.283 -1.517 0.835
*
```



# 4
The following is a DFT calculation (ωB97M-V/def2-TZVPD) of 2 unconnected molecules or ions with the total composition C55H54N5O3 at a distorted geometry.

Computed properties:
Energy relative to the best compared isomer or geometry (same formula, charge and spin)   0.0 kcal/mol
E_LUMO   -0.1479 Ha

```
! RIJCOSX wB97M-V def2-TZVPD def2/J DEFGRID3
* xyz 1 1
C 4.881 -7.090 -0.876
O 5.483 -6.153 -1.801
C 5.188 -4.832 -1.663
C 5.843 -3.927 -2.535
C 5.598 -2.566 -2.430
C 4.727 -2.076 -1.443
N 4.462 -0.685 -1.378
C 4.346 0.120 -0.269
C 4.083 -0.218 1.136
C 4.681 0.616 2.169
C 4.184 0.546 3.421
C 4.494 1.486 4.483
C 3.873 1.325 5.744
C 3.976 2.296 6.725
C 4.749 3.445 6.488
C 5.426 3.595 5.269
C 5.313 2.622 4.275
O 3.243 -1.116 1.452
N 4.271 1.395 -0.709
C 4.111 2.596 0.093
C 4.344 1.420 -2.094
C 4.463 0.146 -2.505
C 4.064 -2.977 -0.610
C 4.256 -4.349 -0.715
H 5.270 -8.047 -1.213
H 5.190 -6.884 0.154
H 3.789 -7.067 -0.945
H 6.547 -4.339 -3.251
H 6.115 -1.897 -3.112
H 5.480 1.289 1.842
H 3.500 -0.268 3.707
H 3.300 0.410 5.902
H 3.481 2.153 7.688
H 4.847 4.207 7.262
H 6.070 4.460 5.100
H 5.837 2.722 3.325
H 3.584 3.342 -0.512
H 3.513 2.400 0.991
H 5.083 3.016 0.392
H 4.275 2.356 -2.624
H 4.517 -0.249 -3.491
H 3.382 -2.630 0.153
H 3.714 -5.022 -0.044
C 0.560 2.941 3.612
C -0.252 2.469 2.437
C -1.631 2.700 2.399
C -2.420 2.244 1.331
C -3.902 2.462 1.388
C -1.775 1.629 0.249
N -2.545 1.049 -0.805
C -3.469 1.677 -1.640
C -3.735 3.109 -1.638
C -5.049 3.535 -1.946
C -5.407 4.872 -1.768
C -4.443 5.806 -1.364
C -3.107 5.419 -1.199
C -2.751 4.079 -1.330
N -3.968 0.813 -2.488
N -3.328 -0.394 -2.232
C -3.575 -1.475 -3.136
C -3.440 -1.208 -4.510
C -3.001 0.118 -5.025
C -3.691 -2.240 -5.421
C -4.092 -3.509 -4.992
C -4.311 -4.602 -5.998
C -4.310 -3.731 -3.628
C -4.090 -2.710 -2.691
C -4.454 -2.938 -1.266
C -2.614 -0.294 -1.093
C -1.527 -1.206 -0.655
O -0.584 -1.463 -1.458
C -1.443 -1.685 0.729
C -0.243 -2.504 1.044
C -2.291 -1.181 1.777
C -3.660 -0.882 1.590
C -4.464 -0.479 2.658
C -3.908 -0.246 3.917
C -2.546 -0.475 4.119
C -1.755 -0.961 3.084
C -0.377 1.504 0.206
C 0.399 1.076 -0.999
C 0.359 1.813 1.359
H 1.611 2.636 3.515
H 0.528 4.040 3.697
H 0.165 2.528 4.553
H -2.124 3.228 3.226
H -4.460 1.728 0.795
H -4.249 2.371 2.426
H -4.171 3.467 1.027
H -5.769 2.792 -2.296
H -6.438 5.185 -1.956
H -4.731 6.845 -1.192
H -2.338 6.162 -0.972
H -1.712 3.776 -1.192
H -3.051 0.079 -6.119
H -3.647 0.926 -4.665
H -1.965 0.342 -4.735
H -3.559 -2.065 -6.492
H -4.461 -5.565 -5.504
H -5.186 -4.417 -6.634
H -3.454 -4.701 -6.676
H -4.652 -4.716 -3.297
H -4.964 -3.903 -1.174
H -3.564 -2.962 -0.625
H -5.134 -2.167 -0.881
H -0.297 -2.935 2.052
H -0.122 -3.320 0.314
H 0.656 -1.864 1.002
H -4.093 -1.025 0.599
H -5.532 -0.337 2.496
H -4.532 0.134 4.732
H -2.096 -0.285 5.095
H -0.689 -1.137 3.248
H 1.299 1.694 -1.129
H 0.781 0.057 -0.872
H -0.193 1.133 -1.919
H 1.431 1.573 1.385
*
```



# 5
The following is a DFT calculation (ωB97M-V/def2-TZVPD) of a single C2H4N2S molecule at a distorted geometry.

Computed properties:
Energy relative to the best compared isomer or geometry (same formula, charge and spin)   85.8 kcal/mol
E_LUMO   -0.0073 Ha
SMILES   C=NNC=S

```
! RIJCOSX wB97M-V def2-TZVPD def2/J DEFGRID3
* xyz 0 1
C 2.421 -0.532 -0.098
N 1.764 0.564 -0.378
N 0.423 0.612 0.492
C -0.414 -0.407 0.259
S -2.070 -0.062 -0.155
H 3.342 -0.494 -0.454
H 2.079 -1.417 0.747
H 0.309 1.744 0.309
H 0.034 -1.448 0.107
*
```



# 6
The following is a DFT calculation (ωB97M-V/def2-TZVPD) of a molecular structure, C3H5GdO3 at a distorted geometry.

Computed properties:
E_LUMO (alpha / beta)   -0.6820 / -0.8937 Ha

```
! RIJCOSX wB97M-V def2-TZVPD def2/J DEFGRID3
* xyz 4 8
O 1.277 -3.088 0.626
C 1.884 -4.027 1.198
C 1.346 -4.838 2.273
H 2.939 -4.103 0.909
H 0.413 -4.455 2.697
H 2.139 -4.919 3.037
H 1.229 -5.861 1.878
O 0.204 0.369 0.423
C 1.119 0.414 -0.266
O 1.961 0.452 -1.075
Gd 3.718 1.017 -2.617
H 0.520 -2.692 1.134
*
```



# 7
The following is a DFT calculation (ωB97M-V/def2-TZVPD) of a single C12H15N molecule at a distorted geometry.

Computed properties:
Energy relative to the best compared isomer or geometry (same formula, charge and spin)   88.3 kcal/mol
E_LUMO   0.0354 Ha
SMILES   c1ccc2c(c1)[C@H]1CCNC[C@H]2C1

```
! RIJCOSX wB97M-V def2-TZVPD def2/J DEFGRID3
* xyz 0 1
C 0.585 -1.218 3.246
C 1.917 -0.976 2.844
C 2.225 -0.453 1.562
C 1.148 -0.053 0.780
C -0.169 -0.116 1.281
C -0.488 -0.782 2.459
C -0.963 0.453 0.089
C -2.290 0.375 -0.722
C -1.811 -0.134 -2.157
N -0.407 0.175 -2.544
C 0.877 -0.125 -1.861
C 1.188 0.717 -0.555
C -0.039 1.612 -0.341
H 0.495 -1.644 4.195
H 2.746 -1.347 3.448
H 3.245 -0.290 1.263
H -1.541 -0.856 2.810
H -0.514 -0.294 -0.559
H -2.980 -0.336 -0.343
H -2.966 1.254 -0.805
H -2.088 -1.216 -2.089
H -2.458 0.331 -2.962
H -0.337 0.055 -3.545
H 1.065 -1.159 -1.519
H 1.587 0.215 -2.613
H 2.134 1.250 -0.655
H -0.294 2.202 -1.210
H 0.133 2.359 0.501
*
```